No. 1
The following is a quantum chemistry calculation of one molecule with the formula C9H8ClNO3 at a distorted geometry, from OMol25.

## Properties
**Max |F|**: 3.56 eV Å⁻¹
**Energy**: -29610.8642 eV
**Gap between HOMO and LUMO**: 0.320 hartree
**Energy relative to the best compared isomer or geometry (same formula, charge and spin)**: 4.513 eV
**SMILES**: C#C[C@]1([N+](=O)[O-])C=CC(Cl)=C[C@H]1CO

Structure (ORCA input):
```
! RIJCOSX wB97M-V def2-TZVPD def2/J DEFGRID3
* xyz 0 1
C -2.654 1.574 -1.026
C -1.555 1.119 -0.781
C -0.212 0.794 -0.269
N -0.047 1.473 1.046
O -1.018 1.817 1.710
O 1.089 1.764 1.382
C 0.778 1.235 -1.287
C 1.987 0.654 -1.324
C 2.344 -0.363 -0.339
Cl 3.967 -0.709 0.126
C 1.389 -0.947 0.358
C 0.001 -0.797 0.039
C -1.073 -1.378 0.945
O -1.125 -2.764 0.810
H -3.667 1.715 -1.178
H 0.517 1.993 -2.037
H 2.750 0.891 -2.107
H 1.700 -1.588 1.165
H -0.164 -1.256 -0.870
H -1.944 -0.864 0.649
H -0.972 -1.266 2.032
H -2.091 -3.097 0.957
*
```

***

No. 2
The following is a quantum chemistry calculation of a 2-piece molecular cluster, C9H8FN3O2S overall at a distorted geometry, from OMol25.

## Properties
**Max |F|**: 2.30 eV Å⁻¹
**Energy**: -31580.3492 eV
**Gap between HOMO and LUMO**: 0.303 hartree
**Energy relative to the best compared isomer or geometry (same formula, charge and spin)**: 0.000 eV
**SMILES**: O=C1NC(=S)NC(=O)C1F.c1ccncc1

Structure (ORCA input):
```
! RIJCOSX wB97M-V def2-TZVPD def2/J DEFGRID3
* xyz 0 1
O 0.901 -2.408 2.604
C 1.392 -1.295 2.456
N 2.773 -1.134 2.357
C 3.537 0.002 2.253
S 5.182 -0.036 2.031
N 2.774 1.144 2.346
C 1.386 1.302 2.455
O 0.893 2.407 2.600
C 0.572 -0.002 2.108
F 0.314 -0.004 0.752
H 3.296 -1.940 2.046
H 3.291 1.955 2.042
H -0.371 -0.001 2.706
C -2.959 0.001 -3.647
C -2.610 -1.230 -3.041
C -1.899 -1.178 -1.813
N -1.658 0.000 -1.272
C -1.901 1.180 -1.813
C -2.611 1.232 -3.040
H -3.493 0.001 -4.598
H -2.846 -2.204 -3.481
H -1.556 -2.086 -1.286
H -1.558 2.088 -1.285
H -2.849 2.206 -3.479
*
```

***

No. 3
The following is a quantum chemistry calculation of C9H8FeN2O4 as an isolated structure at a distorted geometry, from OMol25.

## Properties
**Max |F|**: 11.24 eV Å⁻¹
**Energy**: -54979.5051 eV
**Expectation value of S²**: 8.8759
**Gap between HOMO and LUMO (spin up / spin down)**: 0.272 / 0.144 hartree
**Energy relative to the best compared isomer or geometry (same formula, charge and spin)**: 0.176 eV

Structure (ORCA input):
```
! RIJCOSX wB97M-V def2-TZVPD def2/J DEFGRID3
* xyz 3 6
Fe 0.098 0.815 0.542
C 0.063 1.829 1.973
O 0.081 2.612 2.835
C 0.070 2.423 -0.427
O -0.031 3.447 -0.987
C -1.646 1.123 0.321
O -2.700 1.613 0.220
C 1.720 1.654 0.066
O 2.747 2.137 -0.234
C -0.003 -0.157 -2.855
H 0.929 -0.717 -2.741
H -0.932 -0.714 -2.715
C -0.003 1.137 -3.180
H -0.928 1.702 -3.342
H 0.924 1.690 -3.367
N -0.752 -2.953 1.517
C 0.618 -3.008 1.779
C 1.075 -1.723 1.675
N 0.016 -0.900 1.261
C -1.083 -1.672 1.207
H -1.378 -3.756 1.469
H 1.154 -3.907 2.028
H 2.064 -1.343 1.889
H -2.105 -1.332 1.067
*
```

***

No. 4
The following is a quantum chemistry calculation of one molecule with the formula C9H8N2 at a distorted geometry, from OMol25.

## Properties
**Max |F|**: 5.74 eV Å⁻¹
**Energy**: -12440.4570 eV
**Gap between HOMO and LUMO**: 0.346 hartree
**Energy relative to the best compared isomer or geometry (same formula, charge and spin)**: 2.730 eV
**SMILES**: c1ccc(-c2ncc[nH]2)cc1

Structure (ORCA input):
```
! RIJCOSX wB97M-V def2-TZVPD def2/J DEFGRID3
* xyz 0 1
C 3.073 -0.026 -0.040
C 2.381 -1.199 0.270
C 1.041 -1.208 0.325
C 0.320 -0.139 -0.122
C -1.147 -0.121 -0.082
N -1.931 -0.848 -0.957
C -3.268 -0.537 -0.576
C -3.256 0.368 0.434
N -1.941 0.635 0.697
C 1.048 1.057 -0.476
C 2.377 1.085 -0.443
H 4.407 0.018 0.022
H 3.080 -2.180 0.540
H 0.518 -2.112 0.431
H -4.198 -0.852 -1.240
H -4.047 0.825 1.009
H -1.688 1.155 1.629
H 0.447 2.123 -0.799
H 2.782 1.958 -0.623
*
```

***

No. 5
The following is a quantum chemistry calculation of one molecule with the formula C9H8N2 at a distorted geometry, from OMol25.

## Properties
**Max |F|**: 6.85 eV Å⁻¹
**Energy**: -12440.9656 eV
**Gap between HOMO and LUMO**: 0.327 hartree
**Energy relative to the best compared isomer or geometry (same formula, charge and spin)**: 2.221 eV
**SMILES**: c1ccc(-c2ncc[nH]2)cc1

Structure (ORCA input):
```
! RIJCOSX wB97M-V def2-TZVPD def2/J DEFGRID3
* xyz 0 1
C 3.204 -0.052 0.034
C 2.454 -1.207 -0.139
C 1.143 -1.221 -0.145
C 0.404 -0.012 -0.048
C -1.067 0.029 0.001
N -1.750 1.103 -0.249
C -3.055 0.752 -0.161
C -3.136 -0.592 0.119
N -1.790 -1.016 0.270
C 1.192 1.187 0.190
C 2.562 1.253 0.109
H 4.314 -0.038 -0.147
H 3.157 -2.117 -0.350
H 0.425 -1.894 -0.177
H -3.799 1.382 -0.274
H -3.914 -1.141 0.167
H -1.479 -2.021 0.396
H 0.777 2.202 0.154
H 3.094 2.194 0.323
*
```

***

No. 6
The following is a quantum chemistry calculation of one molecule with the formula C9H8N2 at a distorted geometry, from OMol25.

## Properties
**Max |F|**: 9.60 eV Å⁻¹
**Energy**: -12440.2950 eV
**Gap between HOMO and LUMO**: 0.321 hartree
**Energy relative to the best compared isomer or geometry (same formula, charge and spin)**: 2.892 eV
**SMILES**: c1ccc(-c2ccc[nH]2)nc1

Structure (ORCA input):
```
! RIJCOSX wB97M-V def2-TZVPD def2/J DEFGRID3
* xyz 0 1
C 0.057 1.328 2.960
C -1.048 1.437 2.100
C -1.072 0.864 0.820
C 0.134 0.198 0.447
C 0.182 -0.404 -0.892
C 1.283 -0.886 -1.646
C 0.811 -1.391 -2.820
C -0.521 -1.321 -2.893
N -0.960 -0.666 -1.672
N 1.137 0.095 1.190
C 1.123 0.667 2.369
H -0.020 1.771 4.038
H -1.793 1.906 2.571
H -1.835 0.892 0.280
H 2.386 -0.647 -1.389
H 1.329 -1.830 -3.522
H -1.335 -1.569 -3.499
H -1.987 -0.828 -1.518
H 2.129 0.385 3.076
*
```

***

No. 7
The following is a quantum chemistry calculation of C9H8N2O2 as an isolated structure at a distorted geometry, from OMol25.

## Properties
**Max |F|**: 14.05 eV Å⁻¹
**Energy**: -16532.0130 eV
**Gap between HOMO and LUMO**: 0.326 hartree
**Energy relative to the best compared isomer or geometry (same formula, charge and spin)**: 6.793 eV

Structure (ORCA input):
```
! RIJCOSX wB97M-V def2-TZVPD def2/J DEFGRID3
* xyz 0 1
C 0.885 -0.234 -1.784
C 2.238 -0.093 -1.617
C 2.707 -0.062 -0.277
C 1.966 -0.197 0.689
C 0.486 -0.299 0.596
C -0.025 -0.325 -0.708
C -2.210 -0.040 -0.381
C -2.127 0.794 0.805
C -0.262 -0.347 1.882
H -0.527 0.214 -3.002
H 2.975 0.166 -2.642
H 3.789 0.349 -0.289
H 2.442 -0.460 1.623
H -3.144 -0.667 -0.499
H -3.408 1.245 1.185
H -1.587 1.824 0.821
H -2.020 0.051 2.898
N -1.362 -0.437 -1.015
N -1.567 -0.027 1.910
O 0.410 -0.472 -3.100
O 0.341 -0.982 2.904
*
```

***

No. 8
The following is a quantum chemistry calculation of C9H8N3O8ReSbSe4 as an isolated structure at a distorted geometry, from OMol25.

## Properties
**Max |F|**: 1.21 eV Å⁻¹
**Energy**: -300330.5514 eV
**Gap between HOMO and LUMO**: 0.203 hartree
**Energy relative to the best compared isomer or geometry (same formula, charge and spin)**: 2.915 eV

Structure (ORCA input):
```
! RIJCOSX wB97M-V def2-TZVPD def2/J DEFGRID3
* xyz 3 1
Re -1.119 -0.852 -0.742
Se -6.637 -0.582 0.824
Sb -5.048 -1.700 1.913
Se -1.964 1.136 -0.923
Se -2.804 -2.256 -0.317
Se -3.900 -2.774 3.506
N -0.896 -3.416 -5.544
C -0.406 -2.305 -4.663
C -1.182 -2.311 -3.362
O -2.100 -3.039 -3.159
O -0.690 -1.361 -2.516
H -0.520 -4.325 -5.257
H -0.619 -3.263 -6.519
H -1.919 -3.494 -5.505
H -0.557 -1.355 -5.178
H 0.661 -2.429 -4.481
O 1.835 -1.800 1.822
C 1.320 -0.793 1.619
O 0.111 -0.897 0.517
C 1.476 0.585 2.046
C 0.442 1.502 1.889
C 0.669 2.817 2.210
C 1.872 3.260 2.729
C 2.862 2.307 2.910
C 2.710 0.979 2.571
N 4.161 2.738 3.482
O 4.233 3.883 3.854
O 5.041 1.908 3.504
N -0.422 3.779 1.927
O -0.287 4.904 2.314
O -1.359 3.353 1.262
H -0.542 1.212 1.566
H 2.046 4.298 2.984
H 3.531 0.289 2.713
*
```

***

No. 9
The following is a quantum chemistry calculation of one molecule with the formula C9H9B at a distorted geometry, from OMol25.

## Properties
**Max |F|**: 4.12 eV Å⁻¹
**Energy**: -10152.2071 eV
**Gap between HOMO and LUMO**: 0.292 hartree
**Energy relative to the best compared isomer or geometry (same formula, charge and spin)**: 0.000 eV

Structure (ORCA input):
```
! RIJCOSX wB97M-V def2-TZVPD def2/J DEFGRID3
* xyz 0 1
B -1.939 0.026 0.162
C 2.474 1.212 -0.173
C 2.848 -0.136 -0.142
C 1.112 1.521 -0.198
C 1.949 -1.178 -0.034
C 0.216 0.519 0.051
C 0.625 -0.787 0.150
C -1.670 -1.419 0.438
C -0.403 -1.857 0.402
C -2.991 1.159 -0.129
H 3.275 1.816 -0.416
H 3.851 -0.507 -0.194
H 0.726 2.578 -0.548
H 2.175 -2.307 0.038
H -2.450 -2.107 0.764
H -0.056 -2.885 0.499
H -3.888 1.074 0.370
H -3.168 1.064 -1.148
H -2.685 2.215 0.109
*
```

***

No. 10
The following is a quantum chemistry calculation of C9H9BaF3O13P as an isolated structure at a distorted geometry, from OMol25.

## Properties
**Max |F|**: 8.08 eV Å⁻¹
**Energy**: -54227.1458 eV
**Gap between HOMO and LUMO**: 0.101 hartree
**Energy relative to the best compared isomer or geometry (same formula, charge and spin)**: 9.935 eV

Structure (ORCA input):
```
! RIJCOSX wB97M-V def2-TZVPD def2/J DEFGRID3
* xyz -1 1
Ba -0.429 -0.470 2.605
P -3.703 -2.116 5.372
O -3.523 -0.595 5.542
O -3.975 -2.292 3.853
O -4.755 -2.822 6.272
O -2.209 -2.692 5.617
C -4.974 -2.233 -4.630
C -4.165 -3.481 -4.989
O -3.224 -3.493 -3.962
C -2.973 -2.281 -3.515
O -2.182 -2.110 -2.582
O -3.890 -1.445 -4.042
F -3.501 -3.367 -6.091
H -5.709 -2.493 -3.868
H -5.500 -1.790 -5.475
H -4.612 -4.469 -5.097
C -2.239 6.624 -2.434
C -2.064 5.207 -3.020
O -1.862 4.390 -1.893
C -1.726 5.124 -0.815
O -1.397 4.718 0.278
O -2.037 6.389 -1.064
F -0.999 5.150 -3.810
H -3.234 7.023 -2.631
H -1.478 7.263 -2.884
H -2.911 4.744 -3.526
C 8.457 -1.108 3.917
C 8.561 -2.526 3.441
O 7.316 -2.874 2.969
C 6.488 -1.931 3.511
O 5.234 -1.910 3.356
O 7.097 -1.052 4.238
F 8.788 -3.079 4.672
H 8.738 -0.322 3.216
H 9.202 -0.878 4.679
H 9.390 -2.804 2.790
*
```

***

No. 11
The following is a quantum chemistry calculation of C9H9Br2N3OSTe4V as an isolated structure at a distorted geometry, from OMol25.

## Properties
**Max |F|**: 1.23 eV Å⁻¹
**Energy**: -221780.7151 eV
**Expectation value of S²**: 3.7842
**Gap between HOMO and LUMO (spin up / spin down)**: 0.184 / 0.184 hartree

Structure (ORCA input):
```
! RIJCOSX wB97M-V def2-TZVPD def2/J DEFGRID3
* xyz -2 4
V -0.114 0.273 0.308
N 1.596 1.355 4.080
C 1.510 0.669 2.884
S 1.748 1.595 1.415
N 1.227 -0.587 2.926
N 1.094 -1.078 1.606
C 2.149 -1.683 1.201
C 2.450 -2.072 -0.159
C 3.566 -2.869 -0.430
C 3.972 -3.087 -1.731
C 3.274 -2.462 -2.772
C 2.177 -1.664 -2.526
C 1.733 -1.488 -1.213
O 0.616 -0.851 -0.941
H 2.103 2.221 4.029
H 1.797 0.774 4.878
H 2.954 -1.803 1.928
H 4.119 -3.297 0.400
H 4.831 -3.711 -1.942
H 3.591 -2.609 -3.798
H 1.620 -1.196 -3.327
Te -1.401 0.565 -4.220
Te -1.176 -2.095 -6.850
Te -1.322 -2.184 -4.137
Te -1.732 1.515 -1.651
Br -1.904 -2.117 0.372
C -1.768 -2.535 2.165
Br -1.708 1.240 1.952
H -0.967 -2.079 2.723
H -2.405 -3.322 2.531
*
```